Entry 1:
{"formula": "C13H31BrCaCl8FKLiN3O5P2", "method": "ωB97M-V/def2-TZVPD", "homo_energy_ev": -1.81, "charge": -2, "spin_multiplicity": 1, "elements": ["C", "C", "C", "N", "P", "C", "C", "N", "C", "C", "C", "O", "C", "N", "C", "C", "H", "H", "H", "H", "H", "H", "H", "H", "H", "H", "H", "H", "H", "H", "H", "H", "H", "H", "H", "H", "H", "H", "H", "H", "H", "H", "H", "H", "H", "Br", "C", "Cl", "Cl", "Cl", "H", "Li", "C", "Cl", "Cl", "Cl", "H", "Cl", "Ca", "Cl", "F", "K", "O", "P", "O", "O", "O"], "xyz": [[2.12520, -1.47720, 3.09875], [2.63750, -0.83190, 1.71466], [1.49973, -0.93806, 0.59262], [0.23120, -0.25058, 1.00039], [-0.24945, 1.04873, -0.05888], [1.12965, 2.35083, -0.25669], [2.07045, 2.09320, -1.53611], [3.11797, 3.20242, -1.50170], [-0.91492, 0.46583, -1.73408], [-0.37931, -0.95756, -2.19731], [-0.97300, -2.20078, -1.34787], [-1.89359, -3.05048, -2.07237], [-3.11591, -2.35280, -2.41081], [-1.59685, 1.95465, 0.68736], [-2.33636, 1.10596, 1.66388], [-3.31268, 0.02444, 0.95718], [2.95977, -2.10147, 3.54669], [1.16937, -2.08534, 2.93794], [1.92147, -0.58910, 3.82915], [3.51561, -1.46449, 1.32347], [3.04482, 0.22582, 1.80928], [1.25157, -2.05936, 0.51734], [1.91167, -0.64827, -0.42286], [0.42070, 0.18236, 1.92982], [1.67836, 2.46943, 0.73378], [0.55821, 3.32610, -0.47689], [2.66496, 1.12466, -1.49883], [1.50628, 2.21144, -2.60019], [4.00784, 2.86780, -1.87406], [2.78092, 4.04587, -1.98680], [-2.06190, 0.38389, -1.68777], [-0.64690, 1.25805, -2.50316], [0.76445, -1.00645, -2.28227], [-0.77775, -1.09748, -3.34711], [-0.15209, -2.90541, -0.96986], [-1.56665, -1.81118, -0.43641], [-3.99849, -3.04963, -2.56917], [-3.35221, -1.50176, -1.66532], [-2.93310, -1.84074, -3.42044], [-1.10867, 2.67324, 1.24734], [-1.68775, 0.63762, 2.47616], [-3.05344, 1.81478, 2.22001], [-3.58123, 0.32472, -0.12066], [-2.94978, -1.03505, 1.04433], [-4.30729, 0.06215, 1.53631], [-1.43719, -0.55716, -4.79719], [0.59005, 6.48962, 0.71930], [1.31575, 5.88222, -0.78744], [0.04400, 5.14952, 1.73279], [1.74391, 7.49986, 1.59384], [-0.27459, 7.09946, 0.45958], [-2.42666, -2.51344, 1.43520], [6.10549, -4.01705, 2.00122], [6.92583, -2.45732, 2.12614], [5.71500, -4.65453, 3.61226], [4.63628, -3.87621, 1.02263], [6.77663, -4.71748, 1.51009], [2.42214, 2.29169, -4.01795], [0.24717, 6.68454, -2.64406], [6.40257, -1.10918, 0.26806], [0.78004, -0.70630, 5.02975], [-5.19729, 1.22361, -0.98887], [-7.43144, -3.72763, 0.33027], [-6.10087, -3.65610, -0.42847], [-5.67225, -5.07622, -0.81427], [-5.03478, -3.00749, 0.46570], [-6.28362, -2.82178, -1.70320]]}

Entry 2:
{"formula": "C36H68ClF9N11O12S3", "method": "ωB97M-V/def2-TZVPD", "homo_energy_ev": -7.89, "charge": 3, "spin_multiplicity": 1, "elements": ["C", "C", "O", "N", "H", "H", "C", "H", "H", "H", "H", "H", "H", "C", "C", "O", "N", "H", "H", "C", "H", "H", "H", "H", "H", "H", "C", "C", "O", "N", "H", "H", "C", "H", "H", "H", "H", "H", "H", "C", "C", "N", "C", "C", "N", "C", "C", "H", "H", "H", "H", "H", "H", "H", "H", "H", "H", "H", "C", "C", "N", "C", "C", "N", "C", "C", "H", "H", "H", "H", "H", "H", "H", "H", "H", "H", "H", "C", "C", "N", "C", "C", "N", "C", "C", "H", "H", "H", "H", "H", "H", "H", "H", "H", "H", "H", "C", "C", "N", "C", "C", "N", "C", "C", "H", "H", "H", "H", "H", "H", "H", "H", "H", "H", "H", "Cl", "C", "F", "F", "F", "S", "O", "O", "O", "C", "F", "F", "F", "S", "O", "O", "O", "C", "F", "F", "F", "S", "O", "O", "O"], "xyz": [[7.90369, 3.37660, -4.16067], [7.05777, 4.57416, -4.47883], [5.87579, 4.67006, -4.18240], [7.65872, 5.73901, -5.30094], [8.44902, 5.44978, -5.85939], [6.99014, 5.92078, -6.03583], [7.79891, 7.09747, -4.59244], [8.86162, 3.69318, -3.74807], [8.07817, 2.99243, -5.16569], [7.30305, 2.69211, -3.56167], [8.23631, 7.89396, -5.19442], [8.54562, 6.97976, -3.80716], [6.82788, 7.42065, -4.21726], [3.63511, -0.94304, -10.08471], [3.20250, -2.09087, -9.11558], [2.69653, -1.87359, -8.06240], [3.55047, -3.59729, -9.50464], [3.81286, -3.80311, -10.45799], [4.34113, -3.75990, -8.89759], [2.35258, -4.55035, -9.17880], [4.70231, -1.00963, -10.29622], [3.60919, -0.01779, -9.50909], [3.07122, -0.77817, -11.00284], [2.28470, -4.44864, -8.09568], [2.53979, -5.48536, -9.70682], [1.42862, -4.19759, -9.63701], [-8.87852, -2.50571, -4.34427], [-9.56488, -3.20469, -3.13744], [-10.68747, -2.98570, -2.73441], [-8.74921, -4.39461, -2.62416], [-9.40597, -5.16192, -2.62609], [-8.07004, -4.59928, -3.34314], [-8.00215, -4.23128, -1.33895], [-9.18000, -2.93826, -5.29827], [-7.79250, -2.50072, -4.25137], [-9.08373, -1.44790, -4.17988], [-7.28668, -3.45554, -1.61174], [-7.42970, -5.11908, -1.07023], [-8.56925, -3.90610, -0.46673], [0.73727, -0.65787, 4.86845], [0.23932, 0.39764, 3.78005], [0.40777, -0.03439, 2.44746], [1.52380, 0.15433, 1.63157], [1.19078, -0.44807, 0.40832], [-0.05450, -0.99346, 0.50072], [-0.54948, -0.72887, 1.75662], [-0.52326, -1.91510, -0.49834], [0.62230, -0.43723, 5.92967], [1.81373, -0.78791, 4.75698], [0.17430, -1.58860, 4.79835], [0.54627, 1.43303, 3.92786], [-0.83998, 0.38957, 3.93220], [2.37833, 0.76775, 1.87632], [1.76525, -0.50095, -0.50469], [-1.53006, -0.97421, 2.13698], [-1.02607, -2.71848, 0.04003], [0.32660, -2.38802, -0.99046], [-1.24974, -1.38410, -1.11346], [-5.65339, 1.90489, -9.62349], [-5.84576, 0.82146, -10.63953], [-6.52456, 1.34784, -11.84867], [-6.26662, 2.58102, -12.49566], [-7.15123, 2.71520, -13.61510], [-7.85226, 1.54014, -13.76475], [-7.44399, 0.71158, -12.64795], [-8.92809, 1.35929, -14.76233], [-5.25146, 2.87183, -9.92610], [-4.99120, 1.56431, -8.82749], [-6.59709, 2.08609, -9.10900], [-6.48282, -0.00040, -10.31273], [-4.86416, 0.42134, -10.89344], [-5.54520, 3.32650, -12.19532], [-7.22872, 3.45024, -14.40257], [-7.75230, -0.29870, -12.42284], [-9.02284, 0.28951, -14.94857], [-8.84746, 2.04788, -15.60343], [-9.81485, 1.68079, -14.21608], [5.63586, 4.29999, 11.28229], [6.47565, 5.08128, 10.26006], [7.82483, 4.59647, 10.30744], [8.49297, 3.78440, 9.44415], [9.81354, 3.76365, 9.83364], [9.90360, 4.28977, 11.09784], [8.67627, 4.86751, 11.34014], [10.99299, 4.18607, 11.99870], [6.08669, 4.34306, 12.27376], [5.54550, 3.24309, 11.03150], [4.63939, 4.73443, 11.36235], [6.53025, 6.07884, 10.69596], [6.17725, 5.21835, 9.22071], [8.14085, 3.55808, 8.44857], [10.57775, 3.25276, 9.26674], [8.48690, 5.44860, 12.23056], [10.65392, 4.56443, 12.96306], [11.68959, 4.92922, 11.61065], [11.53185, 3.24037, 12.05679], [1.83099, -6.75483, 2.71304], [2.03519, -8.22465, 2.23703], [1.16273, -8.52682, 1.12991], [1.53392, -8.53518, -0.16869], [0.41839, -8.87587, -0.87265], [-0.57522, -9.21525, -0.00594], [-0.15214, -8.92288, 1.28125], [-1.88003, -9.71483, -0.39528], [2.27807, -6.37978, 3.63367], [0.79846, -6.41117, 2.77531], [2.20566, -6.18357, 1.86371], [1.84083, -8.87823, 3.08742], [3.09727, -8.40249, 2.06834], [2.54457, -8.27855, -0.44999], [0.19098, -8.94790, -1.92598], [-0.72525, -9.15046, 2.16790], [-2.27491, -10.51882, 0.22582], [-1.95872, -9.93997, -1.45887], [-2.68157, -9.01195, -0.16815], [7.37351, 5.36970, 2.16114], [-1.28211, -1.66143, 14.99475], [-0.92548, -1.14401, 16.18891], [-2.43421, -2.28104, 15.36094], [-1.42680, -0.58239, 14.15119], [-0.09242, -2.92020, 14.20549], [1.03066, -2.09367, 13.74880], [0.21006, -3.91890, 15.24354], [-0.86955, -3.48305, 13.07838], [-2.95455, 6.75947, 8.59740], [-3.64803, 7.38708, 9.51793], [-2.28030, 5.70071, 9.02095], [-3.70459, 6.44563, 7.56563], [-1.67580, 8.04056, 7.76638], [-1.22359, 7.33898, 6.56643], [-2.42047, 9.25027, 7.56820], [-0.60646, 8.25843, 8.69001], [-6.14973, 4.12656, 0.98715], [-6.92558, 4.94762, 1.70238], [-5.60402, 4.92467, 0.02545], [-5.19213, 3.66097, 1.70405], [-7.04291, 2.71065, 0.18364], [-7.40262, 1.77896, 1.24477], [-8.19752, 3.26057, -0.54363], [-6.12197, 2.01633, -0.74075]]}

Entry 3:
{"formula": "C7H22N4O7V", "method": "ωB97M-V/def2-TZVPD", "homo_energy_ev": [-9.52, -9.53], "charge": 1, "spin_multiplicity": 3, "elements": ["O", "H", "V", "N", "N", "O", "O", "C", "C", "C", "C", "H", "H", "H", "H", "H", "H", "H", "H", "O", "H", "H", "C", "H", "H", "H", "O", "H", "H", "C", "O", "C", "O", "N", "N", "H", "H", "H", "H", "H", "H"], "xyz": [[-0.68588, 3.96299, 1.32858], [0.26698, 4.29569, 1.35662], [0.11362, 0.13296, 0.05808], [-0.93846, -0.28369, -1.57771], [1.10820, -1.42996, -0.76266], [-2.24576, 0.09776, -1.94491], [2.44425, -1.76858, -0.46183], [-0.43261, -1.19278, -2.42630], [0.75523, -1.79726, -1.99560], [-1.09433, -1.57019, -3.69717], [1.61908, -2.67868, -2.81670], [-1.86517, -0.85373, -3.94592], [-1.55536, -2.56333, -3.65920], [-0.38620, -1.61635, -4.53346], [2.36204, -3.18316, -2.20946], [2.16286, -2.15188, -3.61056], [1.03933, -3.44763, -3.33905], [-2.46484, 0.92331, -1.46671], [2.60111, -1.42014, 0.43646], [-1.09798, -2.21252, 1.24919], [-1.75184, -1.75777, 0.64305], [-0.38382, -2.51734, 0.62924], [1.31309, 1.67446, -0.55792], [0.89236, 2.67929, -0.26696], [1.48449, 1.56756, -1.65611], [2.28523, 1.49214, -0.04900], [-2.54730, 3.13013, -0.66301], [-2.45332, 4.00030, -0.20320], [-1.94041, 3.26285, -1.42730], [1.55661, -0.45011, 4.66593], [0.53779, 0.47437, 4.17626], [0.26998, 0.46441, 2.88021], [1.01654, -0.04551, 2.01256], [-0.92478, 1.05781, 2.62242], [-1.36529, 1.14960, 1.27156], [1.17382, -0.89597, 5.59393], [2.48883, 0.10258, 4.85446], [1.70480, -1.21350, 3.89885], [-1.26177, 1.73835, 3.28419], [-2.28396, 0.68415, 1.27437], [-1.51715, 2.15938, 1.03478]]}

Entry 4:
{"formula": "C6H12N2O", "method": "ωB97M-V/def2-TZVPD", "homo_energy_ev": -8.54, "charge": 0, "smiles": "C=C(O)C(C)(C)/N=N/C", "spin_multiplicity": 1, "elements": ["C", "C", "O", "C", "C", "C", "N", "N", "C", "H", "H", "H", "H", "H", "H", "H", "H", "H", "H", "H", "H"], "xyz": [[-1.81621, 1.58029, 1.48050], [-0.83719, 0.69981, 1.31602], [-0.27345, 0.07250, 2.37760], [-0.27479, 0.32458, -0.05570], [-1.37548, -0.18130, -0.99426], [0.43959, 1.53948, -0.67373], [0.74612, -0.68010, 0.18761], [1.11849, -1.35455, -0.78459], [2.15068, -2.30189, -0.49105], [-2.19211, 1.80515, 2.45917], [-2.27985, 2.07315, 0.64754], [0.43227, -0.49317, 2.01759], [-2.07400, 0.61693, -1.22091], [-1.91451, -0.99886, -0.52143], [-0.92444, -0.54062, -1.91754], [0.83312, 1.27585, -1.66165], [-0.25158, 2.37035, -0.77871], [1.25959, 1.85068, -0.02860], [1.79411, -3.28139, -0.81263], [2.43354, -2.32160, 0.56557], [3.00607, -2.05524, -1.11070]]}

Number 1: molecular weight 840.0 g/mol, F_max 4.6 eV Å⁻¹. Number 2: molecular weight 1149.6 g/mol, F_max 5.6 eV Å⁻¹. Number 3: molecular weight 325.2 g/mol, F_max 3.9 eV Å⁻¹. Number 4: molecular weight 128.2 g/mol, F_max 1.8 eV Å⁻¹.